17
Properties=species:S:1:pos:R:3 method="wB97M-V/def2-TZVPD" gap_ev=9.94 lumo_energy_ev=0.71 e_above_lowest_kcal_mol=51.01 smiles="NCC[C@H](N)C=O" e_homo_ha=-0.3393
N 0.67419 -0.80679 -2.02589
C 0.08139 0.46173 -1.61278
C 0.46115 0.96159 -0.18733
C 0.08681 -0.13117 0.79025
N -1.29221 -0.66308 0.69287
C 0.33891 0.22108 2.30572
O 0.34209 -0.70269 3.07172
H 0.13420 -1.12240 -2.82849
H 0.41316 -1.52646 -1.35714
H 0.32457 1.21011 -2.38505
H -1.02436 0.38412 -1.58794
H 1.53610 1.18089 -0.23364
H 0.04749 1.96612 -0.07751
H 0.71669 -1.02088 0.66752
H -1.28619 -1.61418 1.03197
H -1.89441 -0.11120 1.29381
H 0.34040 1.31319 2.44191

=====

8
Properties=species:S:1:pos:R:3 method="wB97M-V/def2-TZVPD" gap_ev=9.46 lumo_energy_ev=-1.78 e_above_lowest_kcal_mol=60.24 e_homo_ha=-0.4128
C -0.47653 -0.08040 -0.32021
C 0.72904 -0.35260 0.35488
N -1.61728 0.12801 0.24843
F 1.77892 1.44395 0.03848
F 1.51451 -1.23559 -0.16683
H -0.27804 0.09813 -1.33368
H 0.84325 -0.14659 1.46201
H -2.49387 0.14511 -0.28308

=====

49
Properties=species:S:1:pos:R:3 method="wB97M-V/def2-TZVPD" gap_ev=6.47 total_charge=-1 lumo_energy_ev=1.99 e_homo_ha=-0.1646
C -3.18867 -2.42601 -2.68247
C -1.62877 -2.59699 -2.61696
P -1.36600 -4.37014 -2.03528
O -0.80210 -5.16926 -3.42144
Br 0.35036 -4.44568 -0.56769
C -1.04888 -2.21677 -4.06562
O -0.25435 -1.05538 -3.85712
B 0.17893 -1.28022 -2.44599
O -1.16731 -1.54911 -1.81191
H -3.66459 -3.41441 -2.54570
H -3.54919 -1.73778 -1.90879
H -3.52229 -2.02616 -3.64561
H 0.04169 -4.75099 -3.61477
H -0.48338 -2.99704 -4.61229
H -1.77396 -1.86611 -4.82130
H 0.77198 -0.31930 -2.02598
H 0.78459 -2.32002 -2.26208
Cl -1.48437 3.88274 -3.16670
C -0.30941 3.26693 -4.36081
C 0.35128 1.98392 -3.91269
Cl 1.43736 2.24159 -2.52831
H 0.42301 4.05219 -4.54170
H -0.86065 3.09167 -5.28422
H 0.95746 1.58103 -4.72230
H -0.37821 1.22683 -3.62964
Cl -1.14483 -3.02226 2.15861
C -0.21814 -2.82441 3.66411
C 1.14346 -3.47163 3.57895
Cl 1.04356 -5.25098 3.51971
H -0.80620 -3.23671 4.48226
H -0.10680 -1.76072 3.82531
H 1.72709 -3.21683 4.46377
H 1.68773 -3.13509 2.69897
Cl 1.49296 5.35053 -1.04584
C 2.38839 5.46225 0.48803
C 3.71505 4.74176 0.42986
Cl 3.51686 2.97649 0.32619
H 1.75426 5.06368 1.27733
H 2.55447 6.52189 0.68295
H 4.28305 4.94495 1.33781
H 4.30536 5.06615 -0.42458
Cl -2.45990 1.34191 4.81709
C -1.52712 1.54010 6.31966
C -0.16502 0.89416 6.23115
Cl -0.27148 -0.88298 6.16602
H -2.11190 1.12381 7.13728
H -1.41524 2.61089 6.48667
H 0.42058 1.14633 7.11466
H 0.37924 1.23121 5.35140

=====

48
Properties=species:S:1:pos:R:3 method="wB97M-V/def2-TZVPD" gap_ev="5.74 / 6.56" s2=2.104 multiplicity=3 lumo_energy_ev="-0.81 / -0.95" e_above_lowest_kcal_mol=0.00 e_homo_ha="-0.2407 / -0.2758"
O 0.88852 -0.39882 -3.79223
H 0.30165 0.14239 -4.35665
Ti -0.37533 0.18545 -1.81261
N 0.09770 1.34035 0.11530
N 1.68938 0.61059 -1.55418
N -1.55285 -0.89878 0.11716
N 0.01069 -1.93741 -1.62306
O -0.86601 1.81303 1.00503
O -2.12587 -0.35409 1.12485
O 1.13725 -2.29378 -2.27544
O 2.55923 -0.05217 -2.23095
C 2.06092 1.83039 -1.03619
C 1.17812 2.28521 -0.05866
C -1.41386 -2.24191 0.21063
C -0.44766 -2.79200 -0.68706
C 1.37964 3.49540 0.74782
H 2.05504 3.33286 1.60561
H 0.42121 3.86361 1.12701
H 1.85685 4.29819 0.15832
C 3.44081 2.21248 -1.38005
H 3.66626 2.08284 -2.43727
H 4.16899 1.60430 -0.82376
H 3.61116 3.25345 -1.12800
C -2.06073 -3.11296 1.25572
C 0.10865 -4.16770 -0.57761
H -2.68858 -2.52738 1.93430
H -1.30431 -3.64033 1.85884
H -2.69313 -3.90105 0.81590
H 0.91259 -4.26125 -1.31228
H -0.65472 -4.92739 -0.78565
H 0.52321 -4.40099 0.41348
H -1.46587 1.03853 1.13740
H 1.62582 -1.39825 -2.48185
C -1.82620 1.37061 -2.10155
H -1.47688 2.30132 -1.65238
H -2.55985 0.63457 -1.75783
H -1.83151 1.33071 -3.20895
O -3.41173 3.38150 0.75900
H -4.15615 2.84827 1.06032
H -2.60245 2.86098 0.96866
N 0.38853 -1.75576 2.83211
C 0.37715 -0.47013 2.46691
N -0.00572 0.44381 3.35464
S 1.07663 -0.08159 0.92645
H -0.11569 -2.05707 3.65837
H 0.69279 -2.47633 2.19399
H -0.03833 1.41549 3.06148
H -0.55541 0.17084 4.16489

=====

147
Properties=species:S:1:pos:R:3 method="wB97M-V/def2-TZVPD" gap_ev=5.44 total_charge=-1 lumo_energy_ev=1.78 e_homo_ha=-0.1346
Fe 0.46195 -0.12282 -0.01777
C -4.72085 -2.28872 5.15823
C -4.67545 -0.96742 4.74423
C -3.78605 -0.57742 3.76113
C -2.92785 -1.50592 3.18253
C -2.99325 -2.83502 3.58633
C -3.88905 -3.22382 4.56553
C -1.91265 -1.07272 2.20023
C -0.62325 -0.85752 2.68663
C -0.26365 -0.95472 4.06123
C 1.05435 -0.61052 4.15093
C 1.49385 -0.33352 2.82553
N 0.45615 -0.47472 1.94653
C 2.81965 -0.06512 2.47623
C 3.25305 -0.00902 1.14663
C 4.60995 -0.15742 0.75343
C 4.60385 -0.39712 -0.59427
C 3.24825 -0.33472 -1.01627
C 2.85585 -0.41482 -2.36407
C 3.67355 -1.22722 -3.25727
C 3.99195 -2.52282 -2.81897
C 4.64415 -3.41852 -3.63687
C 5.00915 -3.05372 -4.92657
C 4.75585 -1.76082 -5.35557
C 4.10185 -0.86052 -4.53637
C 1.60465 0.09648 -2.80277
N 0.51075 0.18628 -1.99897
C -0.55255 0.50938 -2.80227
C -1.90125 0.28658 -2.46797
C -2.89185 0.36528 -3.55337
C -3.10395 1.54838 -4.26347
C -4.02195 1.60828 -5.29377
C -4.73405 0.47958 -5.66657
C -4.53095 -0.70402 -4.97587
C -3.62905 -0.76182 -3.93007
C -2.31635 -0.18732 -1.21037
C -3.66145 -0.50602 -0.87197
C -3.65925 -0.91042 0.43543
C -2.31775 -0.80552 0.88943
N -1.51445 -0.38712 -0.12607
C -0.08995 0.72528 -4.12447
C 1.25355 0.44708 -4.12527
N 2.43835 -0.06992 0.04833
C 3.84985 -0.16452 3.53093
C 4.15055 -1.42402 4.04683
C 5.14655 -1.58152 4.98923
C 5.84995 -0.47832 5.44503
C 5.54105 0.77978 4.95753
C 4.55325 0.93828 4.00153
H -5.39845 -2.58642 5.94703
H -5.32675 -0.23832 5.20473
H -3.72865 0.45358 3.44523
H -2.32495 -3.54982 3.12763
H -3.93305 -4.25702 4.88143
H -0.93185 -1.23272 4.85433
H 1.66335 -0.54352 5.03423
H 5.45275 -0.12552 1.41993
H 5.44685 -0.56372 -1.23957
H 3.68565 -2.81782 -1.82527
H 4.85565 -4.41742 -3.27597
H 5.50685 -3.76352 -5.57357
H 5.07245 -1.45412 -6.34437
H 3.96005 0.15408 -4.87247
H -2.54585 2.42758 -3.98407
H -4.18865 2.54238 -5.81057
H -5.43795 0.51788 -6.48607
H -5.07395 -1.59372 -5.26577
H -3.46535 -1.69712 -3.41137
H -4.50325 -0.44212 -1.53637
H -4.49285 -1.22362 1.03793
H -0.68855 1.01188 -4.96777
H 1.90875 0.49408 -4.96947
H 3.60035 -2.28012 3.68363
H 5.38055 -2.56732 5.36593
H 6.63685 -0.60022 6.17583
H 6.07465 1.64588 5.32263
H 4.32035 1.92088 3.61723
C -3.42485 4.93738 0.50373
C -3.32085 3.41378 0.32033
C -3.41725 3.09228 -1.17327
C -4.44225 2.72178 1.11113
O -2.10445 2.94118 0.85473
Si -0.53015 3.10858 0.42433
O 0.16995 1.70658 0.25003
O -0.47075 4.05978 -0.91737
C 0.49415 5.01698 -1.29337
C 1.89255 4.59878 -0.84627
C 0.45555 5.14288 -2.82147
C 0.12385 6.37108 -0.66877
O 0.25915 4.00668 1.55533
C 0.10875 4.09218 2.94943
C -1.01655 5.09588 3.22523
C 1.43685 4.61368 3.51723
C -0.24365 2.73478 3.54743
H -4.35085 5.30398 0.06423
H -2.57555 5.40708 0.01603
H -3.42095 5.20938 1.55813
H -4.24565 3.62518 -1.63477
H -3.54915 2.02588 -1.32037
H -2.48425 3.39828 -1.63587
H -5.41525 3.06088 0.76323
H -4.34135 2.95788 2.16923
H -4.37705 1.64408 0.99153
H 2.08335 3.58378 -1.18047
H 1.93425 4.60918 0.23603
H 2.64215 5.27368 -1.25047
H 0.70885 4.18978 -3.27517
H 1.16805 5.89938 -3.14547
H -0.54065 5.42858 -3.14987
H 0.04615 6.25638 0.40763
H -0.83335 6.71918 -1.05517
H 0.88885 7.10868 -0.90017
H -0.76755 6.05988 2.78333
H -1.20735 5.21858 4.28843
H -1.90495 4.70828 2.74223
H 1.67725 5.57738 3.07123
H 2.23675 3.91878 3.27843
H 1.37325 4.72568 4.59803
H -1.18435 2.39728 3.12353
H -0.33045 2.80248 4.62883
H 0.51965 2.00958 3.28453
C 0.72295 -6.17282 -2.73377
N -0.08545 -5.06522 -2.25527
N 0.39355 -4.39242 -1.12837
C 0.26105 -3.01312 -1.29397
O 0.59385 -2.20692 -0.39837
C -0.28895 -2.84802 -2.59597
C -0.46205 -4.07872 -3.15957
C -0.96665 -4.43292 -4.51177
C 0.55605 -5.08242 0.06653
C 1.44335 -4.60282 1.03033
C 1.61915 -5.30942 2.20113
C 0.93105 -6.49482 2.42833
C 0.04455 -6.96402 1.47083
C -0.15095 -6.26722 0.29643
H 1.10095 -6.73322 -1.88147
H 1.56935 -5.82632 -3.33877
H 0.09215 -6.82662 -3.33477
H -0.52345 -1.90772 -3.04607
H -1.43975 -3.55512 -4.94307
H -1.69525 -5.24182 -4.46067
H -0.14965 -4.74802 -5.16417
H 1.96325 -3.67682 0.84643
H 2.30875 -4.94232 2.94593
H 1.07155 -7.04572 3.34823
H -0.50395 -7.87912 1.64463
H -0.86495 -6.61702 -0.43467

=====

37
Properties=species:S:1:pos:R:3 method="wB97M-V/def2-TZVPD" gap_ev=6.51 total_charge=+1 lumo_energy_ev=-4.03 e_homo_ha=-0.3873
C 0.47826 -0.10054 -2.40673
C -0.77550 -0.79727 -2.35928
C -0.57257 -1.99890 -1.60942
C 0.80601 -2.02734 -1.21107
C 1.48219 -0.90816 -1.78308
Pb -0.18021 0.10723 0.19860
P -0.64172 2.71750 0.44348
H 0.67364 0.78503 -3.00111
H -1.70569 -0.43850 -2.77812
H -1.33080 -2.71765 -1.33445
H 2.57000 -0.67465 -1.72040
H 1.29749 -2.86451 -0.72508
H -1.63187 2.78308 1.47437
H -1.14819 3.23992 -0.75253
H 0.54680 3.36430 0.87537
C 1.33513 -0.41088 5.37162
N 1.07820 0.78248 4.52959
C -0.29291 1.31062 4.76082
N -1.32284 0.25529 4.56715
C -1.02871 -0.92618 5.41184
N 0.33507 -1.51684 5.18403
C 0.45478 -2.16917 3.85939
P 0.16628 -0.83965 2.71163
C 1.37500 0.52432 3.14147
C -1.50779 -0.13037 3.18645
H 1.27060 -0.08907 6.42724
H 2.32567 -0.80628 5.10432
H -0.48156 2.12274 4.04367
H -0.35511 1.65354 5.81206
H -1.77212 -1.70376 5.18118
H -1.06574 -0.59242 6.46417
H 1.43970 -2.63595 3.71465
H -0.25992 -2.99670 3.74007
H 1.26371 1.41928 2.51270
H 2.39831 0.13337 3.02109
H -2.27067 -0.92100 3.10197
H -1.82413 0.71510 2.55857

=====

20
Properties=species:S:1:pos:R:3 method="wB97M-V/def2-TZVPD" gap_ev=6.84 total_charge=-2 lumo_energy_ev=5.74 e_above_lowest_kcal_mol=0.00 e_homo_ha=-0.0403
C 2.20974 -1.05647 0.54022
C 1.03995 -1.31543 1.10265
C 2.45919 0.16452 -0.24558
C -0.14803 -0.60003 0.68812
C 1.41140 0.76693 -0.77996
C 0.01309 0.33550 -0.42240
C -0.34184 1.21191 -2.68790
C -0.88765 0.57691 -1.38724
O -0.50745 2.44301 -2.76848
O -3.25017 -1.50578 2.40890
O 0.16033 0.36101 -3.46238
O -3.88827 0.84094 2.80928
S -0.87963 0.43726 2.13627
S -3.16851 -0.11159 1.91877
H 3.13722 -1.59560 0.68019
H 0.69282 -2.11376 1.73612
H 3.50585 0.41545 -0.33622
H -0.92814 -1.31829 0.60203
H 1.43865 1.75531 -1.19219
H -2.06855 0.30820 -1.34019

=====

20
Properties=species:S:1:pos:R:3 method="wB97M-V/def2-TZVPD" gap_ev="10.68 / 6.46" total_charge=+1 s2=0.758 multiplicity=2 lumo_energy_ev="-3.19 / -7.41" e_above_lowest_kcal_mol=17.06 e_homo_ha="-0.5097 / -0.5095"
C -1.96064 0.45896 -2.71020
C -1.98931 0.45700 -1.22586
O -1.12031 1.34981 -0.72106
O -2.62584 -0.27627 -0.50495
H -2.30461 1.40329 -3.13527
H -2.57790 -0.32994 -3.13451
H -0.91740 0.31957 -2.97528
C 1.63013 1.35908 1.22330
C 0.90067 -0.94439 1.11799
N 0.64682 0.38302 1.01829
N -0.15127 -1.70930 0.94496
N 2.06125 -1.48876 1.52800
H -1.11643 1.25569 0.24485
H 1.35753 2.10816 1.96351
H 1.68422 1.95496 0.29287
H -1.00486 -1.24041 0.64208
H -0.22898 -2.61496 1.39543
H 2.91870 -1.01542 1.28626
H 2.14094 -2.47821 1.31631
H 2.65730 1.04811 1.43329

=====

Results for M: 102.14, 79.05, 609.62, 404.27, 1120.24, 463.45, 230.27, 133.15 (in g/mol, following the order of the records).
Results for maximum force: 3.07, 5.51, 2.75, 5.31, 2.36, 3.86, 3.32, 1.47 (in eV Å⁻¹, following the order of the records).
Results for total energy: -343.12017, -332.36183, -7281.11187, -2422.70730, -4851.61494, -1470.57463, -1405.75154, -473.49125 (in a.u., following the order of the records).